(1)
Density functional theory data (ωB97M-V/def2-TZVPD) for C12H24MnNO4P2 as an isolated structure at a distorted geometry.

```
44
Properties=species:S:1:pos:R:3:forces:R:3
O 1.401 1.848 -0.813 0.515 1.838 0.153
H 3.525 0.204 2.692 0.216 -0.080 -0.260
H 3.030 -3.015 1.333 -0.253 0.066 0.054
H 2.301 2.251 -0.855 -0.991 -0.699 0.177
H 0.209 0.085 3.215 -0.079 0.332 0.456
C -3.628 0.900 1.185 -0.275 0.100 0.114
P 2.087 -0.786 1.062 -0.221 0.163 -0.617
H 4.454 -0.887 1.609 -0.121 0.307 -0.009
N -0.116 -0.907 -0.974 -0.007 -0.443 -0.384
P -2.302 0.779 -0.044 0.034 0.269 -0.199
O -0.060 1.782 2.172 -0.001 0.645 0.117
H 1.868 -2.589 2.629 0.094 -0.073 -0.297
H 0.666 3.096 -0.439 1.070 -1.428 -1.354
C 2.068 -2.530 1.550 0.144 -0.281 0.250
C -2.570 -0.797 -0.932 -0.315 -0.122 -0.009
C 1.057 -1.394 -1.434 0.018 0.042 0.057
C -1.276 -1.364 -1.480 0.395 -0.102 -0.176
H 1.265 -3.060 1.024 0.143 0.130 0.098
H -3.029 -1.503 -0.217 0.188 0.149 -0.305
H 2.088 -2.692 -2.786 -0.364 0.030 0.009
H -3.722 2.042 -1.586 0.256 -0.008 0.011
H 2.269 0.338 -1.055 0.344 -2.253 0.251
H -0.114 2.737 0.923 -0.335 2.889 -0.153
H -0.078 -3.561 -3.780 0.001 0.068 0.117
O -0.167 1.695 4.447 0.194 -0.639 -1.302
C -0.082 -2.824 -2.982 -0.095 0.232 0.231
H -2.046 1.861 -2.197 -0.112 0.076 0.259
C -0.005 1.169 3.372 -0.175 0.805 0.296
H 3.208 -1.294 -1.073 -0.145 0.044 -0.186
H 3.960 0.755 1.052 -0.089 -0.264 0.176
H -3.728 -0.062 1.709 0.013 0.327 -0.103
O -0.108 3.522 0.051 -0.877 -0.660 2.713
H 0.192 4.389 0.373 -0.260 -0.049 0.403
C -1.285 -2.332 -2.482 -0.148 0.122 0.040
C 1.110 -2.348 -2.447 0.131 0.076 0.197
H -4.584 1.169 0.712 0.237 -0.148 0.213
H -3.292 -0.635 -1.748 0.168 -0.222 0.228
Mn 0.156 0.790 0.479 0.630 -1.631 -0.738
H -3.354 1.671 1.921 -0.142 -0.243 -0.208
C -2.660 2.046 -1.304 -0.276 0.227 -0.039
C 2.278 -0.796 -0.784 0.240 0.814 -0.249
C 3.669 -0.119 1.651 0.113 -0.042 0.252
H -2.252 -2.665 -2.853 0.274 -0.048 -0.053
H -2.403 3.034 -0.895 -0.134 -0.317 -0.233
```
Forces are in eV/Å.

Results
**Energy above the lowest of the compared OMol25 structures with the same formula, charge and spin**: 0.00 kcal/mol
**Multiplicity**: 6
**<S²>**: 8.7562
**Net charge**: +1


(2)
Density functional theory data (ωB97M-V/def2-TZVPD) for a 2-piece molecular cluster, C12H24N2O overall at a distorted geometry.

```
39
Properties=species:S:1:pos:R:3:forces:R:3
C -0.047 2.590 -0.561 -1.040 -1.786 1.631
H 0.121 -2.948 -0.968 0.533 1.296 0.441
C -0.846 -1.930 0.556 -2.881 0.139 2.057
C -2.611 0.079 0.632 -1.409 2.967 4.796
H 0.431 -1.232 -1.140 -0.248 0.262 0.636
C 0.322 -1.987 -0.373 0.084 -3.667 0.092
H 3.228 1.232 0.915 -3.145 -1.273 -2.748
H -0.491 -1.359 1.503 -1.402 -1.458 -1.276
C 0.782 0.720 1.072 0.416 -0.193 0.897
H 2.930 -2.160 -1.301 0.510 -0.071 -0.746
C -0.112 2.104 1.040 2.920 0.131 -1.633
C 2.765 -1.527 -0.453 0.607 -1.708 2.340
H -2.063 0.419 1.719 -1.336 -1.777 -2.787
H -2.764 2.076 0.489 0.213 0.887 0.370
O -4.284 -1.163 -0.533 1.590 -1.311 -0.038
N -2.218 -1.102 0.091 3.656 -3.030 0.647
H 1.130 0.307 2.247 -0.666 1.839 -3.379
H -3.237 1.629 -1.095 1.007 -2.195 2.379
H -1.438 1.959 -1.967 -0.606 0.383 -1.218
H 1.962 -3.480 0.292 -0.640 2.756 1.242
H -0.793 0.708 -1.257 2.489 -5.395 -0.995
H -0.506 3.719 -0.926 2.271 -3.034 1.422
H 3.346 -0.144 -1.830 -1.792 1.790 2.769
H 0.098 -0.127 0.830 1.323 1.468 -0.623
C -2.485 1.285 -0.178 -0.319 4.050 -4.930
H -3.784 -0.123 0.780 2.355 0.985 0.373
H 2.136 -1.659 1.376 -2.897 -2.598 -1.096
N -3.196 -1.780 -0.387 -2.024 -1.598 -1.702
C -1.084 1.605 -1.038 -4.461 3.856 1.554
H 1.574 -0.199 -1.723 1.558 0.424 1.641
H 2.079 2.069 -0.598 1.328 -3.606 2.393
H 3.650 -1.653 0.306 -0.758 0.923 -2.151
C 2.146 0.917 0.011 2.339 5.490 5.165
H -1.197 -3.027 0.829 0.477 2.493 -0.462
H 0.989 1.863 -0.862 -3.840 4.159 -0.434
C 1.683 -2.325 0.442 1.629 2.061 -1.702
H -1.185 2.034 1.306 1.462 0.028 0.416
H 0.513 2.704 1.683 -0.483 0.867 0.379
C 2.456 -0.094 -0.930 1.183 -4.551 -5.723
```
Forces are in eV/Å.

Results
**Energy above the lowest of the compared OMol25 structures with the same formula, charge and spin**: 316.24 kcal/mol


(3)
Density functional theory data (ωB97M-V/def2-TZVPD) for one molecule with the formula C12H24N2O3 at a distorted geometry.

```
41
Properties=species:S:1:pos:R:3:forces:R:3
O -0.810 -1.829 -2.231 1.215 -0.003 -0.283
H 2.990 3.575 -1.885 0.152 -0.576 0.160
H -3.262 -1.769 -0.309 0.036 0.311 -0.581
C 0.420 -1.318 -2.183 0.662 -1.084 -0.625
H 0.817 0.689 -2.676 -0.175 -0.559 0.755
H 3.840 -0.083 -0.209 -0.706 0.498 -0.251
H -0.704 -1.197 3.552 0.531 -0.536 -0.527
H -2.345 1.192 2.843 -0.043 -0.247 0.390
N -0.757 0.800 -1.376 0.285 1.745 -0.472
H -1.435 -1.241 -1.765 -0.927 0.017 0.134
C 2.770 2.495 -1.953 -0.112 -0.408 -0.995
H 0.274 -1.729 0.560 0.122 -0.199 0.523
C 1.676 0.441 -0.683 0.635 0.402 0.008
C 0.512 0.176 -1.723 2.058 -0.927 -0.932
H -0.179 0.123 2.426 -0.022 -0.370 0.333
N -2.778 -0.963 -0.722 0.099 0.303 1.491
C -1.016 -0.506 2.772 -0.415 0.383 -0.680
C -1.602 -1.247 1.509 0.047 0.843 1.883
H 2.852 2.014 0.097 -0.544 0.300 -0.146
H 1.239 2.592 -0.413 0.208 -0.124 -0.016
C 2.092 1.967 -0.709 -0.113 -0.615 1.154
H -2.912 -0.272 3.745 0.409 0.522 -0.087
O 1.377 -1.988 -2.560 -1.360 1.541 0.673
C 3.009 -0.381 -0.883 -0.200 -0.606 0.071
C -2.149 -0.259 0.479 -0.229 0.622 -1.596
H 1.256 0.249 0.347 0.504 0.103 -0.939
H -3.475 -0.358 -1.182 0.470 -0.391 0.487
H 2.928 -1.461 -0.674 -0.441 0.429 -0.219
C -0.579 -2.242 1.025 -0.924 -0.252 -1.456
C -1.171 0.855 -0.036 -0.624 0.098 0.908
H -0.622 1.807 -1.629 -0.285 -1.133 0.313
H -2.523 -1.741 1.864 0.334 -0.318 -0.041
H 3.676 1.888 -2.135 -0.181 0.667 -0.033
C -2.028 0.353 3.485 -0.783 0.787 0.471
H -2.954 0.321 0.940 0.344 0.054 0.297
H -0.297 -2.922 1.847 0.037 0.218 -0.658
H 2.149 2.387 -2.866 0.163 0.008 0.384
H 3.382 -0.318 -1.918 -0.252 0.050 0.404
O -0.956 1.849 0.632 -0.419 -0.699 -0.188
H -1.073 -2.747 0.163 0.696 -0.420 0.693
H -1.632 0.797 4.435 -0.251 -0.438 -0.804
```
Forces are in eV/Å.

Results
**Energy above the lowest of the compared OMol25 structures with the same formula, charge and spin**: 37.07 kcal/mol
**SMILES**: CC[C@H](C)[C@H](N)C(=O)N[C@H](C(=O)O)[C@@H](C)CC


(4)
Density functional theory data (ωB97M-V/def2-TZVPD) for C12H24N2O4SV as an isolated structure at a distorted geometry.

```
44
Properties=species:S:1:pos:R:3:forces:R:3
C 10.854 11.928 6.503 -2.520 -1.595 -0.901
C 12.999 6.192 5.105 -0.229 0.658 -2.338
H 9.855 14.353 5.228 -0.959 0.582 0.239
H 12.038 5.873 5.343 -1.586 -1.111 0.423
N 13.382 7.093 6.154 -0.454 2.869 -1.027
C 6.343 8.372 7.072 -1.633 0.977 -0.359
C 5.522 7.270 7.814 0.977 -0.370 0.848
H 11.269 14.251 4.225 -0.381 -0.986 0.514
S 7.532 9.101 8.292 2.674 -1.592 -0.582
V 9.886 9.358 6.189 0.659 -0.449 -0.055
O 11.398 8.033 5.641 1.066 0.904 0.614
H 12.811 6.670 4.075 0.835 -0.318 1.484
O 9.833 11.311 6.011 0.625 0.778 0.456
H 10.022 12.809 4.287 0.876 1.611 0.604
H 12.662 8.428 8.361 0.109 0.379 -0.517
C 12.275 13.842 6.668 0.809 -1.616 -1.539
H 5.893 6.202 9.757 0.901 0.133 -1.471
H 6.932 8.081 10.392 0.928 -0.284 -1.234
H 12.648 11.728 7.495 -0.459 -0.833 0.627
H 15.348 8.010 6.320 -0.450 -0.052 0.157
H 6.776 8.007 6.129 0.419 0.117 0.509
H 14.733 7.027 7.752 0.465 0.111 -1.072
C 12.722 9.061 7.448 -0.751 1.510 0.797
N 11.225 13.032 6.002 1.617 2.738 -0.305
C 11.617 11.341 7.616 0.976 0.374 0.690
H 4.702 7.738 8.372 -0.006 -0.176 -0.458
H 11.935 14.365 7.504 -0.677 0.573 1.538
H 11.182 11.685 8.570 0.343 -0.170 -0.160
H 5.655 9.249 6.787 1.095 -1.218 0.381
O 11.511 9.943 7.502 1.211 -1.406 -0.389
C 6.495 6.598 8.870 -1.247 0.288 -0.314
C 14.775 7.125 6.631 -0.146 -0.187 1.071
H 5.164 6.475 7.120 0.015 0.904 0.425
C 7.419 7.710 9.426 -2.946 -0.123 1.543
H 12.536 14.541 5.930 0.618 1.135 -0.753
H 13.687 9.659 7.519 -1.253 -0.715 -0.512
C 12.496 8.134 6.269 0.920 -3.117 0.534
H 15.306 6.271 6.196 -0.284 0.113 0.337
C 10.557 13.654 4.849 -0.055 -1.398 -1.136
O 9.133 8.795 7.896 -3.507 0.556 0.177
H 13.190 13.248 6.874 -0.666 0.550 -0.048
H 7.012 5.795 8.309 0.080 0.388 0.825
H 8.390 7.342 9.605 1.272 0.050 0.269
H 13.655 5.367 4.997 0.719 -0.584 0.106
```
Forces are in eV/Å.

Results
**Multiplicity**: 4
**<S²>**: 3.7550
**Net charge**: +2
**Total energy**: -60510.6349 eV


(5)
Density functional theory data (ωB97M-V/def2-TZVPD) for C12H24O3 as an isolated structure at a distorted geometry.

```
39
Properties=species:S:1:pos:R:3:forces:R:3
C 2.850 -0.235 -0.093 0.226 -0.828 -0.884
H 1.492 -0.807 1.481 -0.867 -1.144 1.728
H -2.923 0.464 -1.026 0.294 0.382 -0.001
H 1.067 -0.811 -1.186 2.024 0.402 -0.298
H -2.171 -2.261 2.582 0.305 -0.410 0.449
C -0.308 0.342 2.035 -0.589 2.399 0.743
C -1.337 -1.586 2.776 0.890 0.591 -2.219
C 1.628 1.814 -0.388 1.819 1.168 -0.056
C 0.408 -0.748 1.380 0.385 -2.133 0.368
C -1.661 -0.229 2.207 -1.878 -0.230 1.467
C -0.330 0.711 -1.517 -6.139 0.413 -1.152
C -2.438 -0.062 -1.848 -0.961 -0.932 -0.874
C 2.294 0.946 0.625 0.415 0.099 1.494
H 3.930 -0.183 -0.230 -0.065 0.007 -0.292
H -0.351 1.266 1.458 0.123 0.131 0.256
H 2.592 -1.144 0.451 0.746 -0.187 -0.049
C -1.602 -1.242 -1.263 -0.922 1.178 -0.372
C -1.425 0.785 -2.596 0.850 -0.223 1.462
H -2.034 -1.594 -0.326 0.146 -0.235 -0.073
H -3.257 -0.354 -2.505 -0.099 -0.595 0.083
H -0.599 1.378 -0.698 -1.234 -0.606 -0.235
H 0.287 -0.788 0.298 0.151 0.354 1.967
C 1.984 -0.245 -1.345 3.208 -1.908 -0.566
H -1.691 1.803 -2.879 -0.332 0.136 0.641
O 1.760 1.098 -1.665 8.092 3.108 1.538
H 0.072 0.534 3.039 0.338 0.344 0.031
H -2.163 -0.348 1.247 -0.207 0.086 0.158
H -1.527 -2.057 -1.984 0.250 -0.071 0.094
H -0.976 -1.539 3.803 -0.290 -0.195 0.204
O -0.260 -1.882 1.879 0.181 -3.343 0.630
H -2.318 0.204 2.961 -0.102 0.968 -0.393
H 0.629 1.075 -1.884 -3.257 -0.684 -1.112
H 2.423 -0.724 -2.220 0.546 0.194 -0.088
H 2.128 2.779 -0.474 -0.108 0.010 -0.361
H -1.029 0.409 -3.539 -0.264 -0.814 0.000
H 3.052 1.376 1.279 -0.067 0.562 -0.245
O -0.300 -0.651 -1.008 -5.845 -0.049 -3.449
H 1.522 0.543 1.281 1.286 1.662 -0.330
H 0.584 1.958 -0.109 0.954 0.394 -0.263
```
Forces are in eV/Å.

Results
**Energy above the lowest of the compared OMol25 structures with the same formula, charge and spin**: 216.47 kcal/mol